Below is 11 unconnected molecules or ions with the total composition C30H86N4O11, with properties calculated with ωB97M-V/def2-TZVPD.

Positions of all 131 atoms, in Å:
C 3.923 -1.470 -3.821
O 4.166 -1.170 -2.460
C 3.451 -0.073 -2.001
C 4.021 0.359 -0.655
C 3.735 -0.676 0.505
N 3.427 1.663 -0.426
H 4.043 -0.563 -4.469
H 2.837 -1.748 -3.900
H 4.499 -2.322 -4.219
H 3.598 0.737 -2.667
H 2.384 -0.264 -1.915
H 5.101 0.454 -0.709
H 2.635 -0.757 0.634
H 4.228 -0.514 1.441
H 4.166 -1.645 0.103
H 3.831 2.080 0.421
H 3.408 2.294 -1.264
C 3.094 -6.282 -3.979
O 3.097 -5.245 -3.078
C 3.340 -5.654 -1.768
C 3.129 -4.382 -0.875
C 3.259 -4.765 0.586
N 1.884 -3.698 -0.947
H 2.398 -7.088 -3.618
H 4.095 -6.722 -4.010
H 2.753 -5.895 -4.997
H 2.676 -6.514 -1.526
H 4.365 -6.082 -1.614
H 3.854 -3.622 -1.197
H 4.288 -5.052 0.810
H 2.512 -5.484 0.851
H 3.097 -3.818 1.130
H 1.935 -3.027 -1.643
H 1.051 -4.297 -1.130
C -1.024 7.626 -2.936
O -0.992 6.502 -2.068
C -1.214 6.868 -0.740
C -0.733 5.776 0.222
C -1.020 6.355 1.699
N 0.715 5.577 0.224
H -2.050 8.001 -2.991
H -0.632 7.311 -3.976
H -0.385 8.503 -2.662
H -0.649 7.815 -0.452
H -2.284 7.025 -0.515
H -1.313 4.823 0.078
H -0.556 7.297 1.902
H -0.642 5.590 2.395
H -2.071 6.406 1.904
H 1.034 5.057 -0.618
H 0.845 4.889 1.003
C 2.302 0.033 4.029
O 1.509 -1.099 4.389
C 2.331 -2.348 4.067
C 1.812 -3.429 4.976
C 2.574 -4.741 4.776
N 0.348 -3.656 4.605
H 3.193 0.119 4.666
H 1.677 0.934 4.076
H 2.631 -0.010 2.986
H 2.203 -2.613 2.988
H 3.404 -2.054 4.285
H 1.894 -3.072 6.014
H 2.019 -5.507 5.322
H 3.562 -4.680 5.155
H 2.605 -5.019 3.725
H -0.062 -4.438 5.124
H -0.148 -2.806 4.686
C -4.521 1.556 -2.391
C -3.350 2.608 -2.455
O -3.107 3.098 -1.174
H -4.479 0.951 -1.492
H -4.414 0.882 -3.244
H -5.484 2.022 -2.305
H -3.647 3.370 -3.208
H -2.427 2.098 -2.827
H -2.247 3.563 -1.144
C -2.119 -3.737 1.968
C -0.810 -3.976 1.146
O 0.079 -4.856 1.816
H -2.559 -4.754 2.105
H -2.856 -3.054 1.519
H -1.790 -3.425 2.975
H -0.275 -3.040 1.042
H -1.017 -4.328 0.155
H 0.229 -4.549 2.737
C -0.154 4.072 -4.116
C 0.092 2.571 -4.145
O 1.444 2.214 -4.126
H -1.208 4.318 -4.136
H 0.305 4.613 -4.940
H 0.296 4.380 -3.165
H -0.395 2.315 -5.091
H -0.318 2.009 -3.281
H 1.438 1.256 -4.029
C -5.223 2.217 1.953
C -5.646 0.744 1.929
O -6.951 0.551 1.342
H -4.445 2.303 2.751
H -6.015 2.812 2.344
H -4.748 2.517 1.032
H -5.720 0.324 2.881
H -4.999 0.065 1.346
H -7.663 0.814 1.939
C -2.875 0.968 5.217
C -2.326 -0.039 4.195
O -1.474 -0.907 4.949
H -3.355 0.523 6.095
H -3.551 1.718 4.823
H -2.106 1.664 5.634
H -1.865 0.451 3.320
H -3.152 -0.582 3.908
H -0.547 -0.788 4.747
C -1.170 0.295 0.609
C -0.019 0.945 -0.112
O 0.748 1.824 0.668
H -1.786 1.043 1.150
H -0.830 -0.368 1.397
H -1.740 -0.219 -0.169
H -0.465 1.528 -0.948
H 0.570 0.144 -0.580
H 1.632 1.832 0.274
C -2.635 -1.056 -3.894
C -1.156 -1.316 -3.834
O -0.516 -1.290 -5.102
H -3.061 -0.933 -2.879
H -3.109 -1.895 -4.364
H -2.859 -0.109 -4.362
H -1.027 -2.327 -3.381
H -0.704 -0.573 -3.213
H -1.085 -0.850 -5.792

Results
**Energy**: -60982.0427 eV
**Energy relative to the best compared isomer or geometry (same formula, charge and spin)**: 353.7 kJ/mol
**Molar mass**: 679.03 g/mol

***

Below is 11 unconnected molecules or ions with the total composition C30H86N4O11, with properties calculated with ωB97M-V/def2-TZVPD.

Positions of all 131 atoms, in Å:
C 3.147 -1.540 1.931
O 2.885 -0.230 1.401
C 2.669 0.822 2.419
C 3.995 1.598 2.660
C 4.776 1.889 1.350
N 4.883 0.807 3.488
H 2.419 -1.858 2.677
H 4.128 -1.599 2.402
H 3.112 -2.285 1.136
H 1.958 1.567 2.062
H 2.289 0.403 3.351
H 3.788 2.489 3.253
H 5.689 2.386 1.676
H 4.203 2.661 0.835
H 5.007 1.091 0.645
H 5.828 1.094 3.276
H 4.805 -0.098 3.045
C -4.778 3.963 0.096
O -4.339 3.215 1.221
C -3.518 3.832 2.178
C -3.020 2.799 3.215
C -4.172 2.338 4.199
N -1.903 3.325 3.957
H -5.388 4.820 0.379
H -5.288 3.347 -0.645
H -3.905 4.334 -0.441
H -2.673 4.319 1.691
H -4.156 4.594 2.626
H -2.647 1.943 2.652
H -4.633 3.226 4.634
H -3.664 1.804 5.002
H -5.016 1.806 3.760
H -2.189 4.219 4.330
H -1.783 2.704 4.744
C -0.609 -4.218 -0.111
O -0.660 -2.927 0.511
C -0.020 -1.818 -0.086
C -0.483 -0.551 0.632
C -1.953 -0.156 0.415
N 0.373 0.521 0.136
H -0.771 -4.138 -1.186
H -1.274 -4.922 0.389
H 0.417 -4.578 -0.026
H 1.052 -2.015 -0.058
H -0.322 -1.635 -1.117
H -0.271 -0.819 1.667
H -2.242 0.006 -0.624
H -2.208 0.779 0.913
H -2.533 -0.942 0.898
H 1.337 0.309 0.348
H 0.192 1.448 0.495
C 6.103 4.567 -2.933
O 5.212 3.615 -2.312
C 4.001 3.517 -3.041
C 3.137 2.546 -2.230
C 3.331 1.032 -2.538
N 1.714 2.739 -2.557
H 6.962 4.748 -2.286
H 5.633 5.515 -3.193
H 6.527 4.152 -3.848
H 3.472 4.469 -3.001
H 4.197 3.177 -4.058
H 3.338 2.669 -1.165
H 4.380 0.820 -2.335
H 3.215 0.802 -3.597
H 2.685 0.402 -1.927
H 1.552 2.497 -3.525
H 1.132 2.086 -2.052
C -1.825 2.708 -1.765
C -2.371 2.533 -3.164
O -1.467 2.770 -4.189
H -2.536 2.531 -0.958
H -1.367 3.687 -1.624
H -1.040 1.984 -1.547
H -3.242 3.171 -3.307
H -2.888 1.573 -3.151
H -1.916 2.883 -5.030
C 3.543 -5.785 0.887
C 3.506 -5.466 2.374
O 4.539 -4.481 2.625
H 4.491 -6.173 0.513
H 3.355 -4.868 0.329
H 2.789 -6.532 0.640
H 3.772 -6.379 2.907
H 2.549 -5.035 2.669
H 5.348 -4.851 2.265
C 1.625 4.368 1.232
C 0.132 4.258 1.542
O -0.263 2.927 1.784
H 1.778 5.422 1.003
H 1.954 3.887 0.310
H 2.337 4.002 1.972
H -0.342 4.701 0.666
H -0.147 4.840 2.420
H -0.819 2.999 2.563
C -3.956 -2.687 -1.508
C -3.278 -2.604 -2.831
O -4.331 -2.760 -3.743
H -4.412 -3.676 -1.461
H -4.808 -2.007 -1.494
H -3.335 -2.539 -0.625
H -2.583 -3.434 -2.960
H -2.707 -1.691 -2.999
H -3.944 -3.195 -4.506
C -0.594 -1.535 4.877
C -1.987 -1.264 4.354
O -2.975 -1.271 5.370
H -0.574 -2.563 5.239
H -0.275 -0.995 5.768
H 0.165 -1.397 4.106
H -2.214 -2.086 3.675
H -2.037 -0.381 3.717
H -3.794 -1.329 4.873
C -3.303 -6.721 -2.049
C -4.132 -6.305 -3.255
O -5.268 -7.108 -3.373
H -3.117 -7.794 -2.085
H -3.784 -6.473 -1.103
H -2.311 -6.269 -2.059
H -3.486 -6.418 -4.125
H -4.311 -5.232 -3.318
H -5.525 -6.955 -4.286
C 0.570 -1.461 -4.135
C -0.008 -0.144 -3.699
O 0.439 0.940 -4.530
H 0.186 -1.815 -5.092
H 0.411 -2.273 -3.426
H 1.629 -1.238 -4.265
H 0.213 0.071 -2.653
H -1.081 -0.248 -3.856
H -0.102 1.702 -4.312

Results
**Energy**: -60982.2199 eV
**Energy relative to the best compared isomer or geometry (same formula, charge and spin)**: 336.6 kJ/mol
**Molar mass**: 679.04 g/mol